Entry 1:
Density functional theory data (ωB97M-V/def2-TZVPD) for 13 unconnected molecules or ions with the total composition C61H80O17S5.

Structure (XYZ):
```
163
Properties=species:S:1:pos:R:3:forces:R:3:mulliken_charge:R:1
S 0.50105 -0.58237 0.43154 -1.3 2.0 1.2 0.457
S -1.58636 5.00069 1.41172 -0.1 -2.3 -0.2 1.020
S -2.62346 -5.23415 -1.33606 2.1 -0.3 -1.0 1.103
S -1.16685 0.76538 5.94168 0.2 -0.2 -0.3 0.981
S 2.43654 5.08647 -0.84092 1.2 0.1 1.4 1.185
O -2.92927 4.53630 0.56364 1.2 0.4 0.3 -0.338
O -1.05068 6.22637 0.94275 -0.6 -0.2 0.4 -0.605
O -2.51330 -5.93932 0.11119 -0.5 0.8 -0.6 -0.178
O 2.53122 4.29115 -2.03097 0.0 0.4 0.4 -0.418
O 1.57636 4.30017 0.24054 -1.3 1.5 -0.7 -0.398
O -2.82798 -6.27502 -2.32006 -0.3 0.7 0.6 -0.686
O 1.67080 -0.71853 1.28339 -0.5 -0.3 -1.8 -0.213
O -0.16879 -1.70499 -0.15960 0.6 -0.1 0.0 0.347
O 2.08579 6.47961 -0.92302 0.2 -1.7 0.1 -0.664
O -2.39134 5.15297 2.79162 1.1 1.0 0.5 -0.403
O -2.48172 0.06314 6.56198 1.1 -0.2 -0.3 -0.146
O -1.44672 1.04903 4.54813 0.2 0.0 0.8 -0.362
O -0.72432 3.84060 1.52472 -1.2 1.2 -0.1 -0.154
O -0.73046 1.84148 6.79571 -0.4 -0.4 -0.3 -0.635
O 0.75424 0.54913 -0.73314 0.5 -1.6 1.7 -0.307
O 3.82213 4.94499 0.04711 -1.2 0.6 -1.0 -0.434
O -3.50188 -4.10395 -1.22999 0.1 -0.8 0.3 -0.477
C 1.37959 -2.81294 -4.47460 -0.6 0.5 0.1 -0.261
C -5.27133 -2.79862 2.01099 1.2 0.7 0.0 -0.674
C -0.00326 -3.61855 4.42873 1.4 0.8 -0.1 -1.172
C -4.22400 -0.22414 1.66654 0.2 -0.6 0.3 -0.357
C 0.86420 1.21892 -8.40940 -0.3 -0.3 -0.4 -0.400
C -4.06888 4.50325 1.43527 -0.3 0.1 -0.1 -0.424
C -0.92353 -4.31194 5.18260 -0.4 0.9 -0.2 -0.702
C 2.60658 1.14693 3.69749 -1.3 -1.1 -0.4 0.289
C 3.89688 1.01694 -2.20390 0.2 -0.9 0.9 -0.465
C -4.54203 -1.01926 0.57541 -0.1 0.8 -0.5 -0.461
C 3.78207 0.76637 3.07794 0.8 0.4 0.4 -0.719
C -3.56942 0.93208 6.94052 0.1 1.1 -0.9 -0.423
C 0.05261 6.12288 -4.67367 -0.6 -0.8 0.6 -0.716
C -0.91157 -4.58485 -1.55595 -2.0 0.5 0.2 -0.057
C 0.71389 2.57047 -8.20684 -0.3 0.5 0.6 -0.638
C 2.77973 -6.27979 -0.51022 0.5 0.7 -0.1 -0.549
C -0.43602 2.28313 -1.89136 -0.6 -1.3 -0.7 -0.431
C -0.41895 -2.78158 -6.09690 -0.6 -0.3 0.1 -0.530
C -3.70461 0.99024 8.43742 -1.2 0.4 -0.5 -1.242
C 3.36314 -5.69891 -1.63397 -0.8 -0.7 -0.2 -0.728
C 4.87446 2.65482 4.10710 -0.6 -0.1 -0.7 -0.811
C 2.17879 -4.08923 0.28243 -0.4 0.1 -0.3 -0.285
C -3.47875 4.25366 2.82685 -0.9 -0.8 -1.4 0.046
C 4.08825 0.33494 -0.99353 0.0 -0.4 -0.6 0.664
C -4.32779 -0.76692 2.94439 0.0 0.5 -0.1 -0.363
C -2.17671 5.20685 -4.61276 -0.3 -0.8 -0.8 -0.326
C -0.79371 -1.93269 -3.90768 0.1 -0.5 0.7 0.032
C 6.15225 1.46625 -0.65451 0.9 -0.4 -0.3 -0.677
C 0.05321 -0.57899 6.02274 -1.3 0.3 -0.8 -0.427
C 3.71693 3.93243 1.05711 0.1 -0.8 -0.2 0.360
C -1.40167 -3.59995 2.51697 0.1 -0.5 -0.3 1.029
C -5.06556 -2.28618 0.72297 -0.8 -0.8 0.8 -0.378
C -4.81865 -2.04795 3.09997 -0.6 -0.5 0.1 -0.217
C -1.30072 -2.27767 -5.14149 0.4 0.8 -0.2 -0.862
C -2.20176 -7.96309 1.34121 1.0 0.7 0.2 -1.362
C -0.19816 -3.25186 3.11174 -0.9 -0.1 -0.1 0.008
C 4.89634 1.84142 -2.67027 -0.2 0.9 0.0 -0.463
C 1.14989 2.28339 -5.87601 -0.1 -0.4 0.4 -0.378
C -0.84004 5.11152 -4.29253 0.6 0.2 -0.2 0.483
C -0.30255 0.75879 -1.70425 0.3 1.3 -0.4 0.000
C 0.82800 3.11775 -6.92233 0.3 0.1 -1.0 -0.267
C 0.52717 -2.23089 -3.54832 -0.4 0.3 -0.3 0.649
C 6.03370 2.06398 -1.90018 -0.3 0.3 0.1 -0.557
C -2.11687 -4.67057 4.56190 -0.2 -0.5 0.0 -1.052
C 2.29926 3.31867 0.95562 0.7 -0.6 -1.2 0.716
C 3.25372 -4.33413 -1.85844 0.2 0.1 0.0 -0.480
C 2.49429 2.22105 4.55864 1.5 0.1 -0.7 -0.481
C -0.43934 7.18038 -5.38675 -0.2 1.0 -0.3 -0.365
C 3.65638 3.00502 4.65483 -0.8 0.5 1.4 -0.366
C 0.87952 -3.08475 -5.75225 0.8 0.5 -0.2 -0.901
C 5.23376 0.52113 -0.23512 -0.4 0.3 0.0 -0.520
C 1.13782 0.35665 -7.34996 0.2 0.5 0.0 -0.572
C -1.79044 7.25548 -5.76652 0.4 -0.1 0.1 -0.497
C -0.63563 0.36431 1.46855 0.6 1.0 -0.5 -0.707
C -2.33894 -4.36387 3.22129 0.7 0.4 -0.3 -1.054
C 1.26624 0.90939 -6.08126 -0.1 -0.2 0.0 -0.093
C 2.20500 -5.46864 0.46487 0.2 -0.5 -0.1 -0.036
C -2.65065 6.21773 -5.44966 0.4 0.3 0.5 -0.491
C 2.65940 -3.53159 -0.89912 0.3 -0.3 0.4 0.097
C -1.65354 -7.10386 0.21499 -0.3 0.0 -0.1 -0.008
C 4.92659 1.51177 3.31600 0.5 0.0 -0.1 -0.073
H 1.38747 0.27405 -5.21073 0.3 -0.1 -0.1 0.388
H -5.37968 -2.90461 -0.10481 0.2 0.2 -0.3 0.375
H 0.44564 3.20371 -9.04292 0.1 0.1 0.0 0.377
H -4.20193 4.46559 3.60763 0.4 0.4 0.2 0.392
H -3.18909 -4.67274 2.63060 -0.3 -0.2 0.5 0.827
H -3.23839 -8.22981 1.16431 0.1 -0.3 0.0 0.341
H 1.54024 -3.35194 -6.56917 0.1 -0.4 0.2 0.386
H -4.04773 -0.17676 3.80904 0.1 -0.1 0.0 0.296
H -4.76384 3.76208 1.04639 0.2 -0.2 0.2 0.354
H -3.11951 1.82034 8.82418 0.5 -0.5 0.3 0.266
H -2.84383 -5.23156 5.13763 -0.1 0.1 -0.1 0.444
H -0.13277 -1.16633 5.12517 -0.1 -0.1 0.1 -0.310
H -3.84805 0.77868 1.50951 0.0 0.0 0.1 0.516
H 0.05439 0.33882 -2.64185 -0.2 -0.3 0.1 -0.362
H -3.37696 1.93159 6.52908 0.2 0.0 0.2 0.363
H 3.58212 3.89793 5.26920 0.2 0.0 0.0 0.347
H 2.41328 -2.89944 -4.17645 0.1 -0.4 -0.4 0.413
H -0.94963 2.41063 -2.84934 -0.1 0.0 0.0 0.628
H 0.70510 4.18899 -6.82599 0.0 0.0 0.3 0.393
H -3.13861 3.21808 2.90267 0.2 0.1 0.2 -0.098
H 0.00081 1.18353 1.81313 0.1 -0.2 0.3 -0.256
H 0.65201 0.87529 -9.41609 0.3 -0.4 0.1 0.334
H -0.72220 -2.94205 -7.12362 -0.2 0.0 0.0 0.386
H -5.62011 -3.80355 2.20299 -0.2 0.0 -0.3 0.428
H -2.83558 4.39217 -4.33202 0.0 0.0 0.0 0.392
H 3.63726 -3.84496 -2.74270 0.2 -0.3 -0.1 0.546
H -1.09828 2.71411 -1.14481 0.5 0.4 0.3 -0.066
H -3.54828 -0.00309 8.84812 0.3 0.2 0.4 0.298
H 0.89130 -1.95942 -2.56560 0.0 -0.1 0.0 -0.260
H -1.37854 0.90759 0.88402 -0.2 -0.6 -0.2 0.144
H -4.42803 -0.56111 -0.40123 0.0 -0.3 -0.1 0.417
H -0.19377 -5.39424 -1.58041 0.2 0.1 0.2 0.415
H 0.55636 -2.65753 2.61483 0.0 -0.1 -0.1 0.370
H 1.74777 3.02500 1.84217 0.2 0.7 0.3 -0.055
H 7.05400 1.61273 -0.06970 0.0 0.2 0.0 0.392
H -4.90256 -2.48854 4.08682 0.1 0.1 0.1 0.365
H 3.83331 -0.12468 2.47059 -0.2 0.1 -0.1 0.314
H 5.42440 -0.03400 0.67372 -0.2 0.0 0.0 0.640
H 1.07727 6.10833 -4.32634 0.1 -0.1 -0.2 0.405
H 2.85446 -7.35511 -0.42087 -0.2 0.0 0.3 0.413
H -1.51531 -8.80078 1.47182 -0.4 -0.4 -0.2 0.412
H -4.55916 5.47748 1.38822 0.0 0.0 0.1 0.320
H 1.74933 0.54140 3.40934 -0.2 0.1 0.4 0.439
H 2.64019 -2.45854 -1.03065 -0.1 0.0 0.0 0.128
H -2.31406 -1.95194 -5.33672 0.0 -0.4 -0.4 0.459
H -0.64199 -6.74076 0.40156 0.0 -0.1 0.2 0.013
H -1.48106 -1.49475 -3.19358 0.2 0.1 0.1 0.489
H -0.11588 -1.18946 6.90324 0.2 0.2 0.2 0.473
H 4.72521 2.43705 -3.55944 0.2 -0.2 -0.2 0.405
H 3.37113 -0.43489 -0.74544 0.0 0.1 0.4 -0.382
H -0.85722 -3.83263 -0.76988 0.6 -0.4 0.4 -0.287
H 2.31770 2.42915 0.31587 0.3 -0.1 0.1 -0.300
H 2.99510 0.77532 -2.75194 0.0 0.3 -0.2 0.539
H 5.87136 1.22620 2.86606 0.0 0.0 0.0 0.383
H -1.07383 -0.12921 2.33117 0.1 -0.5 -0.2 0.514
H 1.59661 2.43917 5.11823 -0.1 0.2 -0.2 0.386
H 3.94806 4.35975 2.02889 -0.1 0.1 -0.1 0.125
H 0.94035 -3.22937 4.80554 -0.1 -0.4 0.6 0.540
H -1.66229 -7.62908 -0.73994 -0.1 0.0 0.0 0.540
H -0.77718 -4.35986 6.25376 0.0 -0.6 0.0 0.390
H 1.29112 -0.69760 -7.52989 -0.2 -0.1 0.1 0.402
H -2.18485 8.14350 -6.24292 0.2 -0.1 -0.3 0.348
H 0.26250 7.97389 -5.61982 -0.3 0.2 -0.1 0.378
H -4.74201 1.27906 8.64027 0.0 -0.2 0.1 0.397
H -1.24516 0.31498 -1.38755 0.1 -0.2 0.0 0.626
H 1.72244 -3.40201 0.97961 0.0 -0.3 0.3 0.207
H -2.11870 -7.41062 2.27985 -0.3 0.1 0.0 0.233
H -1.59939 -3.36863 1.47691 0.0 0.1 0.0 0.319
H 0.55353 2.71151 -2.02916 -0.1 0.3 0.5 -0.279
H -0.89578 -3.96892 -2.45584 -0.2 -0.6 -0.2 -0.156
H -0.44734 4.20248 -3.85871 -0.1 0.2 0.4 -0.048
H -4.44804 0.64003 6.36120 0.0 -0.7 0.4 0.466
H -3.65936 6.20963 -5.83895 -0.1 0.1 0.3 0.401
H 5.72378 3.31632 4.20628 0.1 -0.1 0.1 0.370
H 1.83021 -5.98832 1.33907 -0.2 0.5 0.2 0.430
H 1.03730 -0.13150 5.91070 0.0 0.2 0.4 0.323
H 4.44682 3.17902 0.76300 0.1 -0.1 0.5 -0.149
H 1.30701 2.64572 -4.86610 -0.1 0.2 0.0 0.470
H 3.73304 -6.42685 -2.34687 0.4 0.5 -0.3 0.331
H 6.79638 2.74189 -2.25965 0.0 0.0 0.0 0.359
```
Forces are in eV/Å.

Net charge: 0
LUMO level: 0.010 Ha

Entry 2:
Density functional theory data (ωB97M-V/def2-TZVPD) for a gas-phase ion, C6H7BrN3 (charge +1).

Structure (XYZ):
```
17
Properties=species:S:1:pos:R:3:forces:R:3:mulliken_charge:R:1
Br -1.58574 -3.38974 -2.02578 -0.3 -0.3 -0.1 0.264
N -2.41898 -1.37672 -0.06100 -0.2 -3.0 -2.7 -0.368
N 0.06428 -0.26492 0.71540 0.6 1.7 -0.8 0.562
N -1.17959 0.32028 0.96678 -1.1 1.5 0.6 -0.665
C 0.18713 -0.51250 -0.78220 -1.3 -2.4 -0.4 -0.312
C 1.07303 0.79494 1.10078 2.7 0.5 -2.5 -0.562
C -2.26914 -0.14817 0.56376 -0.3 0.3 0.7 0.121
C 1.14409 0.23692 -1.28023 0.0 -0.6 0.9 -0.544
C 1.74519 1.16049 -0.29139 -0.4 0.8 0.1 -0.601
C -1.88192 -2.07072 -0.91089 0.7 4.3 2.8 0.584
H 0.64422 1.73787 1.31664 -1.3 0.1 1.1 0.301
H 1.47616 0.12449 -2.28562 0.0 0.3 -0.6 0.455
H 2.82740 1.28999 -0.37267 -0.1 -0.5 0.5 0.441
H 0.08451 -1.11331 1.23629 0.6 -1.0 0.6 0.384
H -3.14228 0.47508 0.87166 0.4 -1.1 -0.7 0.385
H 1.89450 0.59456 1.77004 -0.4 -1.0 0.6 0.296
H 1.33713 2.14147 -0.53158 0.3 0.3 -0.2 0.260
```
Forces are in eV/Å.

Net charge: +1
LUMO level (spin up / spin down): -0.188 / -0.188 Ha
ΔE to the lowest compared entry with this formula, charge and spin: 4.608 eV

Entry 3:
Density functional theory data (ωB97M-V/def2-TZVPD) for a molecular structure, C5H12N2.

Structure (XYZ):
```
19
Properties=species:S:1:pos:R:3:forces:R:3:mulliken_charge:R:1
N 0.12528 2.30414 -0.21054 0.2 0.6 -0.1 -0.613
N -0.47423 0.36064 1.67508 0.3 -0.6 0.2 -0.458
C 0.40262 1.06462 -0.89811 -1.1 -0.4 2.2 0.166
C 0.03320 -0.28346 0.61292 0.7 5.9 -4.3 0.277
C 0.36423 -2.57233 1.53819 0.5 -0.9 -1.8 -1.112
C -0.52667 0.79325 -2.05037 -0.2 -0.1 -0.1 -1.350
C 0.52456 -1.27408 0.03027 -0.3 -6.2 5.0 -0.547
H -0.59523 1.64534 -2.74390 0.1 0.0 0.2 0.416
H 0.84952 -1.77590 -0.85102 0.1 0.5 -0.4 0.369
H -0.00245 -3.51064 1.11515 0.1 0.0 -0.5 0.318
H -0.36881 1.37596 1.56853 -0.4 -0.2 -0.1 0.318
H 1.30091 -2.86496 2.01102 0.6 0.4 -0.5 0.286
H 1.45604 1.02139 -1.18664 -0.1 -0.3 0.3 0.344
H -0.69095 2.81687 -0.54063 0.3 -0.2 -0.1 0.186
H -1.34071 -0.01984 2.02878 0.1 0.3 0.1 0.225
H -0.19420 -0.05936 -2.64057 -0.1 -0.1 0.1 0.339
H -0.26122 -2.52154 2.43103 -0.6 1.4 -0.3 0.318
H -1.53438 0.58292 -1.68013 0.0 0.0 -0.1 0.330
H 0.93247 2.91698 -0.20904 -0.2 0.1 0.1 0.190
```
Forces are in eV/Å.

Net charge: 0
LUMO level: 0.037 Ha
ΔE to the lowest compared entry with this formula, charge and spin: 5.438 eV

no.,maximum force (eV/Å),DFT total energy (Eh)
1,2.71,-5642.27043
2,5.18,-2970.60640
3,8.00,-307.02948